1.
Formula: C5H12NS
Source: the Open Molecules 2025 dataset
Level of theory: ωB97M-V/def2-TZVPD

Positions of all 19 atoms, in Å:
C (-0.79, 1.24, -0.42)
N (-0.29, -0.12, -0.54)
C (0.50, -0.57, 0.62)
C (1.63, -1.53, 0.25)
S (2.80, -1.86, 1.56)
C (-0.40, -1.09, 1.73)
C (-0.98, 1.86, -1.79)
H (-1.71, 1.29, 0.16)
H (-0.06, 1.85, 0.08)
H (0.32, -0.05, -1.35)
H (0.94, 0.34, 1.05)
H (1.16, -2.45, -0.12)
H (1.97, -1.13, -0.72)
H (-1.27, -1.60, 1.28)
H (-0.89, -0.43, 2.41)
H (0.09, -1.87, 2.28)
H (-1.59, 1.24, -2.45)
H (-1.43, 2.85, -1.74)
H (0.00, 2.02, -2.27)

- SMILES = CCN[C@@H](C)C[S-]
- E_HOMO (eV) = -2.34
- charge = -1
- ΔE to the lowest compared entry with this formula, charge and spin (kcal/mol) = 10.9
- spin multiplicity = 1
- HOMO-LUMO gap (Eh) = 0.214

These are the Löwdin partial charges, in e, on atoms 1 to 8: -0.322, -0.062, -0.521, -0.805, 0.126, -0.111, -0.119, 0.105

---

2.
Formula: C5H12NS
Source: the Open Molecules 2025 dataset
Level of theory: ωB97M-V/def2-TZVPD

Positions of all 19 atoms, in Å:
C (-1.17, -0.67, -1.37)
N (0.08, -0.75, -0.51)
C (-0.42, 0.19, 0.25)
C (-0.22, 1.66, 0.15)
S (-0.54, 2.53, 1.74)
C (2.27, 0.37, 2.49)
C (-1.13, -1.86, -2.32)
H (-2.12, -0.69, -0.84)
H (-1.09, 0.20, -2.04)
H (1.76, 1.30, 2.73)
H (-1.20, -0.04, 1.00)
H (0.72, 1.97, -0.22)
H (-0.97, 2.03, -0.55)
H (1.55, -0.45, 2.52)
H (3.01, 0.15, 3.26)
H (2.64, 0.42, 1.47)
H (-1.88, -1.77, -3.10)
H (-0.19, -1.76, -2.86)
H (-1.10, -2.82, -1.81)

- E_HOMO (eV) = -2.72
- charge = -1
- ΔE to the lowest compared entry with this formula, charge and spin (kcal/mol) = 74.1
- spin multiplicity = 1
- HOMO-LUMO gap (Eh) = 0.237

These are the Löwdin partial charges, in e, on atoms 1 to 8: -0.342, -0.027, -0.346, -0.717, 0.117, -0.078, -0.131, 0.105

---

3.
Formula: C5H12NS
Source: the Open Molecules 2025 dataset
Level of theory: ωB97M-V/def2-TZVPD

Positions of all 19 atoms, in Å:
C (0.69, 0.85, 0.83)
N (-0.63, 0.12, 0.81)
C (-0.54, -0.99, -0.17)
C (-1.46, -0.94, -1.50)
S (-0.39, -1.04, -2.95)
C (0.71, 1.78, 2.05)
C (1.51, 1.06, 3.15)
H (0.92, 1.50, -0.02)
H (1.48, 0.08, 0.86)
H (-1.18, 0.88, 0.41)
H (-0.86, -1.84, 0.48)
H (0.41, -1.13, -0.67)
H (-2.09, -1.81, -1.35)
H (-2.14, -0.08, -1.42)
H (-0.22, 2.15, 2.49)
H (1.18, 2.73, 1.79)
H (2.47, 0.73, 2.73)
H (1.93, 1.79, 3.85)
H (1.09, 0.13, 3.54)

- SMILES = CCCNCC[S-]
- E_HOMO (eV) = -2.37
- charge = -1
- ΔE to the lowest compared entry with this formula, charge and spin (kcal/mol) = 33.1
- spin multiplicity = 1
- HOMO-LUMO gap (Eh) = 0.216

These are the Löwdin partial charges, in e, on atoms 1 to 8: -0.254, -0.084, -0.343, -0.787, 0.070, -0.260, -0.139, 0.109

---

4.
Formula: C5H12NS
Source: the Open Molecules 2025 dataset
Level of theory: ωB97M-V/def2-TZVPD

Positions of all 19 atoms, in Å:
C (1.10, 0.46, 0.38)
C (0.79, -1.01, 0.44)
C (-0.35, 0.88, 0.32)
C (-0.97, -0.37, -0.21)
C (1.26, -2.07, -0.55)
N (-0.78, 2.14, -0.37)
S (-2.59, -0.81, 0.21)
H (1.69, 0.87, 1.21)
H (1.56, 0.65, -0.58)
H (0.35, -1.50, 1.34)
H (-0.70, 1.00, 1.33)
H (-0.86, -0.44, -1.27)
H (1.74, -2.87, -0.03)
H (2.15, -1.67, -1.20)
H (0.49, -2.50, -1.08)
H (-0.23, 3.05, -0.04)
H (-1.65, 2.38, -0.03)
H (-0.58, 2.01, -1.36)
H (-2.43, -0.20, 1.50)

- E_HOMO (eV) = -12.12
- charge = +1
- ΔE to the lowest compared entry with this formula, charge and spin (kcal/mol) = 71.3
- spin multiplicity = 1
- HOMO-LUMO gap (Eh) = 0.307

These are the Löwdin partial charges, in e, on atoms 1 to 8: -0.120, -0.158, -0.414, -0.626, -0.069, 0.238, 0.802, 0.137

---

5.
Formula: C5H12NS
Source: the Open Molecules 2025 dataset
Level of theory: ωB97M-V/def2-TZVPD

Positions of all 19 atoms, in Å:
C (-1.51, 0.90, -0.39)
C (-0.14, 0.86, 0.33)
C (-2.31, -0.24, 0.29)
C (1.02, -0.50, -1.41)
C (1.69, -0.76, 1.14)
N (0.43, -0.50, -0.04)
S (-1.05, -1.59, 0.06)
H (-2.14, 1.75, -0.28)
H (-1.41, 0.67, -1.54)
H (0.68, 1.49, -0.01)
H (-0.15, 0.70, 1.44)
H (-2.40, 0.07, 1.37)
H (-3.08, -0.61, -0.33)
H (0.64, -1.44, -1.97)
H (0.99, 0.34, -2.05)
H (2.10, -0.61, -1.38)
H (2.31, -0.09, 0.74)
H (1.11, -0.68, 2.00)
H (1.97, -1.71, 0.88)

- SMILES = C[N+]1(C)CCCS1
- E_HOMO (eV) = -13.77
- charge = +1
- ΔE to the lowest compared entry with this formula, charge and spin (kcal/mol) = 69.3
- spin multiplicity = 1
- HOMO-LUMO gap (Eh) = 0.376

These are the Löwdin partial charges, in e, on atoms 1 to 8: -0.215, -0.166, -0.367, -0.085, 0.168, -0.521, 0.985, 0.108

---

6.
Formula: C5H12O
Source: the Open Molecules 2025 dataset
Level of theory: ωB97M-V/def2-TZVPD

Positions of all 18 atoms, in Å:
C (-1.55, 1.19, 1.57)
C (-0.87, 2.48, 1.73)
C (-1.30, 3.48, 2.51)
H (-1.56, 0.81, 0.55)
H (-2.59, 1.13, 1.96)
H (-1.08, 0.37, 2.15)
H (0.14, 2.53, 1.32)
H (-0.66, 4.34, 2.64)
H (-2.10, 3.31, 3.24)
C (1.64, -1.88, -1.72)
O (1.58, -3.27, -2.03)
C (0.23, -1.30, -1.69)
H (2.16, -1.41, -2.56)
H (2.22, -1.59, -0.83)
H (2.09, -3.76, -1.37)
H (-0.20, -1.77, -2.56)
H (0.31, -0.22, -1.72)
H (-0.16, -1.49, -0.68)

- SMILES = C=CC.CCO
- E_HOMO (eV) = -9.56
- ΔE to the lowest compared entry with this formula, charge and spin (kcal/mol) = 42.3
- spin multiplicity = 1
- HOMO-LUMO gap (Eh) = 0.382

These are the Löwdin partial charges, in e, on atoms 1 to 8: -0.141, -0.254, -0.015, 0.060, 0.079, 0.080, 0.091, 0.044

---

7.
Formula: C5H12O
Source: the Open Molecules 2025 dataset
Level of theory: ωB97M-V/def2-TZVPD

Positions of all 18 atoms, in Å:
C (-1.18, 0.96, -1.61)
C (-0.50, -0.78, -0.45)
C (-1.74, -1.06, 0.35)
C (0.64, -0.23, 0.35)
C (1.86, 0.16, -0.46)
O (2.89, 0.50, 0.45)
H (-0.54, 1.37, -2.40)
H (-1.19, 1.62, -0.74)
H (-2.20, 0.79, -1.99)
H (-0.67, -0.34, -1.55)
H (-1.99, -0.28, 1.10)
H (-1.54, -1.99, 0.91)
H (-2.61, -1.25, -0.28)
H (0.35, 0.60, 1.02)
H (0.93, -1.06, 1.02)
H (1.62, 1.01, -1.12)
H (2.15, -0.68, -1.11)
H (3.67, 0.76, -0.07)

- E_HOMO (eV) = -7.71
- ΔE to the lowest compared entry with this formula, charge and spin (kcal/mol) = 99.0
- spin multiplicity = 1
- HOMO-LUMO gap (Eh) = 0.319

These are the Löwdin partial charges, in e, on atoms 1 to 8: -0.021, -0.203, -0.148, -0.245, -0.285, -0.072, 0.043, 0.042

---

8.
Formula: C5H12O
Source: the Open Molecules 2025 dataset
Level of theory: ωB97M-V/def2-TZVPD

Positions of all 18 atoms, in Å:
C (-1.83, -1.01, -0.09)
C (-0.69, -0.05, 0.30)
C (-1.03, 1.36, -0.20)
C (0.62, -0.51, -0.22)
C (1.81, 0.29, 0.28)
H (-2.03, -0.97, -1.18)
H (-1.60, -2.02, 0.22)
H (-2.73, -0.67, 0.44)
H (-0.64, -0.06, 1.42)
H (-0.34, 2.12, 0.19)
H (-2.04, 1.67, 0.11)
H (-0.91, 1.41, -1.27)
H (0.63, -0.40, -1.33)
H (0.78, -1.54, 0.08)
H (1.96, 0.22, 1.40)
H (1.73, 1.35, -0.01)
H (3.24, -1.01, 0.14)
O (3.05, -0.16, -0.28)

- SMILES = CC(C)CCO
- E_HOMO (eV) = -10.19
- ΔE to the lowest compared entry with this formula, charge and spin (kcal/mol) = 9.8
- spin multiplicity = 1
- HOMO-LUMO gap (Eh) = 0.411

These are the Löwdin partial charges, in e, on atoms 1 to 8: -0.083, -0.464, -0.081, -0.209, -0.264, 0.091, 0.070, 0.076

---

9.
Formula: C5H12O
Source: the Open Molecules 2025 dataset
Level of theory: ωB97M-V/def2-TZVPD

Positions of all 18 atoms, in Å:
C (-1.29, -0.15, 2.34)
C (-0.07, 0.05, 1.44)
C (-0.42, -0.14, 0.01)
C (1.45, 1.12, -1.38)
O (-0.04, -1.20, -0.61)
C (-0.11, -1.37, -1.92)
H (-2.09, 0.55, 2.07)
H (-1.68, -1.17, 2.22)
H (-1.04, 0.01, 3.40)
H (0.74, -0.64, 1.70)
H (0.33, 1.07, 1.57)
H (-1.07, 0.56, -0.52)
H (0.80, 1.94, -1.08)
H (2.08, 1.44, -2.21)
H (2.09, 0.85, -0.53)
H (-0.90, -0.84, -2.45)
H (0.93, 0.22, -1.80)
H (0.27, -2.32, -2.26)

- E_HOMO (spin up / spin down) (eV) = -7.26 / -6.94
- ΔE to the lowest compared entry with this formula, charge and spin (kcal/mol) = 95.4
- spin multiplicity = 1
- HOMO-LUMO gap (spin up / spin down) (Eh) = 0.298 / 0.284

These are the Löwdin partial charges, in e, on atoms 1 to 8: -0.107, -0.227, -0.232, -0.058, -0.106, -0.081, 0.074, 0.077

---

10.
Formula: C5H12O
Source: the Open Molecules 2025 dataset
Level of theory: ωB97M-V/def2-TZVPD

Positions of all 18 atoms, in Å:
C (-1.97, -0.68, -1.85)
O (-0.81, -0.30, -1.38)
C (-0.50, -0.16, -0.12)
C (0.88, 0.31, 0.21)
C (1.88, -0.86, 0.24)
C (0.88, 1.06, 1.54)
H (-2.65, 0.93, -0.75)
H (-2.60, -1.31, -1.21)
H (-2.01, -0.74, -2.93)
H (-2.20, 1.15, -0.15)
H (-1.11, -0.70, 0.60)
H (1.18, 1.00, -0.59)
H (1.89, -1.39, -0.72)
H (2.90, -0.50, 0.44)
H (1.61, -1.58, 1.02)
H (0.21, 1.93, 1.50)
H (0.54, 0.40, 2.35)
H (1.89, 1.40, 1.80)

- E_HOMO (spin up / spin down) (eV) = -7.36 / -7.23
- ΔE to the lowest compared entry with this formula, charge and spin (kcal/mol) = 102.0
- spin multiplicity = 1
- HOMO-LUMO gap (spin up / spin down) (Eh) = 0.302 / 0.296

These are the Löwdin partial charges, in e, on atoms 1 to 8: -0.101, -0.136, -0.206, -0.410, -0.074, -0.083, 0.062, 0.069

---

11.
Formula: C5H12O
Source: the Open Molecules 2025 dataset
Level of theory: ωB97M-V/def2-TZVPD

Positions of all 18 atoms, in Å:
C (-0.04, 1.33, -1.70)
C (1.07, 0.45, -1.21)
C (1.86, 0.72, -0.17)
C (0.65, -0.68, 2.33)
O (-0.34, -0.22, 2.83)
C (-2.03, -1.14, 0.10)
H (-0.22, 2.17, -1.02)
H (-0.97, 0.77, -1.81)
H (0.20, 1.74, -2.69)
H (1.25, -0.46, -1.78)
H (-1.01, -1.15, -0.30)
H (2.67, 0.06, 0.12)
H (1.73, 1.63, 0.42)
H (0.62, -1.47, 1.56)
H (1.66, -0.33, 2.62)
H (-2.08, -0.44, 0.94)
H (-2.30, -2.14, 0.44)
H (-2.72, -0.84, -0.69)

- SMILES = C=CC.C=O.C
- E_HOMO (eV) = -9.89
- ΔE to the lowest compared entry with this formula, charge and spin (kcal/mol) = 43.4
- spin multiplicity = 1
- HOMO-LUMO gap (Eh) = 0.395

These are the Löwdin partial charges, in e, on atoms 1 to 8: -0.110, -0.252, -0.047, -0.169, -0.013, -0.049, 0.078, 0.056

---

12.
Formula: C5H12O
Source: the Open Molecules 2025 dataset
Level of theory: ωB97M-V/def2-TZVPD

Positions of all 18 atoms, in Å:
C (-0.85, 0.24, 0.10)
C (-1.98, -0.28, -0.80)
C (-0.79, -0.53, 1.41)
O (-0.96, 1.63, 0.39)
H (-1.73, 2.03, -0.02)
H (1.10, 0.65, -0.03)
H (-1.88, -1.34, -0.98)
H (-2.94, -0.11, -0.31)
H (0.06, -0.20, 1.99)
H (-2.01, 0.26, -1.75)
H (-1.71, -0.37, 1.98)
H (-0.68, -1.60, 1.23)
C (2.24, 0.61, -0.55)
C (2.86, -0.56, -0.53)
H (3.93, -0.67, -0.68)
H (2.80, 1.53, -0.62)
H (0.20, 0.17, -0.61)
H (2.33, -1.46, -0.24)

- SMILES = CC(C)O.C=C
- E_HOMO (eV) = -9.36
- ΔE to the lowest compared entry with this formula, charge and spin (kcal/mol) = 68.1
- spin multiplicity = 1
- HOMO-LUMO gap (Eh) = 0.380

These are the Löwdin partial charges, in e, on atoms 1 to 8: -0.535, -0.068, -0.057, -0.053, 0.090, 0.062, 0.081, 0.080

---

- What is the formula in the first record?
  C5H12NS

---

- Among the records above, which one has the lowest ΔE to the lowest compared entry with this formula, charge and spin?
  number 8

---

- ΔE to the lowest compared entry with this formula, charge and spin of number 5 (C5H12NS)?
  69.3 kcal/mol